This record from the OMol25 dataset describes a single C5H9ClOS molecule at a distorted geometry. The level of theory is ωB97M-V/def2-TZVPD.

Element x y z (Å)
C1 0.167 1.445 0.711
C2 -1.753 1.500 -0.608
C3 0.610 0.031 0.609
C4 -1.704 -0.056 -0.600
C5 2.230 -2.284 -0.209
O1 -0.458 1.946 -0.454
S1 1.908 -0.394 -0.464
Cl1 -2.902 -0.804 0.412
H1 -0.499 1.465 1.518
H2 0.932 2.152 0.859
H3 -2.209 1.908 -1.588
H4 -2.396 1.881 0.272
H5 0.695 -0.440 1.596
H6 -1.373 -0.418 -1.556
H7 2.956 -2.565 0.447
H8 2.514 -2.744 -1.101
H9 1.281 -2.624 0.157

Output
Strongest force on any atom ... 3.8 eV/A
HOMO level (alpha / beta) ... -7.9498 / -7.5219 eV
Lowest unoccupied orbital energy (alpha / beta) ... 0.132 / 0.256 eV
HOMO-LUMO gap (alpha / beta) ... 8.08 / 7.78 eV
ΔE to the lowest compared entry with this formula, charge and spin ... 83.0 kcal/mol
E_tot ... -1129.37414 Ha